Below is a 14-piece molecular cluster, C75H207F3N33O20P11 overall in a non-equilibrium geometry, with properties calculated with ωB97M-V with the def2-TZVPD basis set.

Bonds (Å) are listed after each position.
Atoms and positions in Å:
1 C -8.954 -7.647 18.885  C2 1.492, O6 1.463, H8 1.090, H9 1.090
2 C -8.063 -6.451 18.852  C1 1.492, O3 1.398, F7 1.360, H10 1.090
3 O -8.909 -5.402 18.479  C2 1.398, C4 1.375
4 C -9.858 -5.924 17.632  O3 1.375, O5 1.200, O6 1.350
5 O -10.581 -5.367 16.852  C4 1.200
6 O -9.816 -7.267 17.765  C1 1.463, C4 1.350
7 F -7.050 -6.568 17.953  C2 1.360
8 H -9.569 -7.631 19.785  C1 1.090
9 H -8.271 -8.454 18.620  C1 1.090
10 H -7.618 -6.306 19.837  C2 1.090
11 C -19.906 -0.106 18.654  C12 1.505, O16 1.421, H18 1.090, H19 1.090
12 C -20.083 1.232 17.986  C11 1.505, O13 1.453, F17 1.330, H20 1.090
13 O -19.187 2.176 18.630  C12 1.453, C14 1.340
14 C -18.700 1.514 19.688  O13 1.340, O15 1.271, O16 1.273
15 O -17.950 2.048 20.565  C14 1.271
16 O -19.089 0.304 19.743  C11 1.421, C14 1.273
17 F -21.327 1.638 18.218  C12 1.330
18 H -19.310 -0.804 18.066  C11 1.090
19 H -20.881 -0.460 18.989  C11 1.090
20 H -19.739 1.201 16.952  C12 1.090
21 C -6.404 4.245 21.001  C22 1.532, O26 1.438, H28 1.090, H29 1.090
22 C -6.910 5.580 21.557  C21 1.532, O23 1.392, F27 1.350, H30 1.090
23 O -8.063 5.218 22.246  C22 1.392, C24 1.400
24 C -8.465 3.921 21.904  O23 1.400, O25 1.204, O26 1.331
25 O -9.387 3.273 22.328  C24 1.204
26 O -7.590 3.433 21.027  C21 1.438, C24 1.331
27 F -7.183 6.432 20.545  C22 1.350
28 H -5.608 3.717 21.526  C21 1.090
29 H -6.127 4.482 19.974  C21 1.090
30 H -6.215 6.025 22.269  C22 1.090
31 O -9.994 -3.735 10.557  P32 1.467
32 P -9.832 -3.916 12.005  O31 1.467, N33 1.760, N36 1.713, N39 1.749
33 N -8.218 -4.298 12.591  P32 1.760, C34 1.501, C35 1.468
34 C -7.038 -3.718 11.867  N33 1.501, H42 1.090, H43 1.090, H44 1.090
35 C -7.874 -5.052 13.803  N33 1.468, H45 1.090, H46 1.090, H47 1.090
36 N -10.824 -5.174 12.609  P32 1.713, C37 1.471, C38 1.494
37 C -11.983 -4.953 13.487  N36 1.471, H48 1.090, H49 1.090, H50 1.090
38 C -10.579 -6.590 12.201  N36 1.494, H51 1.090, H52 1.090, H53 1.090
39 N -10.257 -2.536 12.992  P32 1.749, C40 1.452, C41 1.448
40 C -10.948 -1.411 12.388  N39 1.452, H54 1.090, H55 1.090, H56 1.090
41 C -9.882 -2.509 14.391  N39 1.448, H57 1.090, H58 1.090, H59 1.090
42 H -7.282 -3.830 10.811  C34 1.090
43 H -6.189 -4.305 12.218  C34 1.090
44 H -6.959 -2.702 12.252  C34 1.090
45 H -8.741 -5.182 14.451  C35 1.090
46 H -7.105 -4.552 14.392  C35 1.090
47 H -7.647 -6.065 13.470  C35 1.090
48 H -12.606 -5.847 13.510  C37 1.090
49 H -11.812 -4.799 14.553  C37 1.090
50 H -12.633 -4.183 13.071  C37 1.090
51 H -9.576 -6.904 12.489  C38 1.090
52 H -11.196 -7.294 12.760  C38 1.090
53 H -10.798 -6.710 11.140  C38 1.090
54 H -10.210 -0.673 12.076  C40 1.090
55 H -11.522 -1.681 11.502  C40 1.090
56 H -11.684 -1.023 13.093  C40 1.090
57 H -10.239 -3.307 15.042  C41 1.090
58 H -10.175 -1.541 14.796  C41 1.090
59 H -8.814 -2.680 14.526  C41 1.090
60 O -7.705 -3.402 24.027  P61 1.465
61 P -9.027 -3.936 24.365  O60 1.465, N62 1.721, N65 1.760, N68 1.783
62 N -10.296 -2.796 24.586  P61 1.721, C63 1.472, C64 1.451
63 C -10.082 -1.367 24.869  N62 1.472, H71 1.090, H72 1.090, H73 1.090
64 C -11.695 -3.125 24.389  N62 1.451, H74 1.090, H75 1.090, H76 1.090
65 N -9.208 -5.039 25.725  P61 1.760, C66 1.486, C67 1.529
66 C -10.547 -5.530 26.144  N65 1.486, H77 1.090, H78 1.090, H79 1.090
67 C -7.973 -5.452 26.526  N65 1.529, H80 1.090, H81 1.090, H82 1.090
68 N -9.650 -4.946 23.035  P61 1.783, C69 1.469, C70 1.467
69 C -9.236 -6.352 22.942  N68 1.469, H83 1.090, H84 1.090, H85 1.090
70 C -9.782 -4.267 21.741  N68 1.467, H86 1.090, H87 1.090, H88 1.090
71 H -10.362 -1.214 25.911  C63 1.090
72 H -10.706 -0.811 24.169  C63 1.090
73 H -9.032 -1.139 24.689  C63 1.090
74 H -11.969 -2.584 23.484  C64 1.090
75 H -12.281 -2.763 25.234  C64 1.090
76 H -11.736 -4.200 24.209  C64 1.090
77 H -10.365 -6.090 27.061  C66 1.090
78 H -11.207 -4.672 26.274  C66 1.090
79 H -11.006 -6.049 25.302  C66 1.090
80 H -7.192 -5.928 25.934  C67 1.090
81 H -7.496 -4.642 27.077  C67 1.090
82 H -8.284 -6.084 27.358  C67 1.090
83 H -9.474 -6.828 21.991  C69 1.090
84 H -8.150 -6.423 22.883  C69 1.090
85 H -9.675 -6.885 23.785  C69 1.090
86 H -8.868 -4.329 21.152  C70 1.090
87 H -9.987 -3.208 21.899  C70 1.090
88 H -10.607 -4.685 21.163  C70 1.090
89 O -5.709 3.678 24.118  P90 1.476
90 P -5.462 2.365 24.744  O89 1.476, N91 1.714, N94 1.725, N97 1.700
91 N -5.946 1.051 23.757  P90 1.714, C92 1.452, C93 1.454
92 C -5.193 0.767 22.548  N91 1.452, H100 1.090, H101 1.090, H102 1.090
93 C -7.364 0.799 23.556  N91 1.454, H103 1.090, H104 1.090, H105 1.090
94 N -6.154 2.055 26.293  P90 1.725, C95 1.520, C96 1.486
95 C -6.271 0.650 26.861  N94 1.520, H106 1.090, H107 1.090, H108 1.090
96 C -7.125 3.009 26.889  N94 1.486, H109 1.090, H110 1.090, H111 1.090
97 N -3.827 2.125 25.146  P90 1.700, C98 1.463, C99 1.486
98 C -2.895 3.230 25.366  N97 1.463, H112 1.090, H113 1.090, H114 1.090
99 C -3.235 0.769 25.276  N97 1.486, H115 1.090, H116 1.090, H117 1.090
100 H -5.162 -0.301 22.335  C92 1.090
101 H -4.144 1.051 22.643  C92 1.090
102 H -5.592 1.284 21.675  C92 1.090
103 H -7.745 1.297 22.664  C93 1.090
104 H -7.942 0.955 24.467  C93 1.090
105 H -7.513 -0.271 23.413  C93 1.090
106 H -7.294 0.288 26.759  C95 1.090
107 H -5.455 0.001 26.543  C95 1.090
108 H -6.059 0.714 27.928  C95 1.090
109 H -7.926 3.193 26.173  C96 1.090
110 H -7.457 2.600 27.843  C96 1.090
111 H -6.536 3.889 27.147  C96 1.090
112 H -3.549 4.067 25.610  C98 1.090
113 H -2.232 3.221 26.231  C98 1.090
114 H -2.337 3.439 24.453  C98 1.090
115 H -2.994 0.597 26.325  C99 1.090
116 H -2.282 0.749 24.748  C99 1.090
117 H -3.824 -0.123 25.060  C99 1.090
118 O -18.260 -1.956 13.506  P119 1.453
119 P -16.927 -1.755 12.965  O118 1.453, N120 1.693, N123 1.734, N126 1.718
120 N -16.277 -3.173 12.308  P119 1.693, C121 1.491, C122 1.486
121 C -15.586 -4.138 13.211  N120 1.491, H129 1.090, H130 1.090, H131 1.090
122 C -17.067 -3.939 11.309  N120 1.486, H132 1.090, H133 1.090, H134 1.090
123 N -15.799 -1.161 14.141  P119 1.734, C124 1.528, C125 1.445
124 C -14.278 -1.182 13.996  N123 1.528, H135 1.090, H136 1.090, H137 1.090
125 C -16.365 -0.161 15.017  N123 1.445, H138 1.090, H139 1.090, H140 1.090
126 N -16.740 -0.615 11.693  P119 1.718, C127 1.480, C128 1.478
127 C -15.533 -0.417 10.859  N126 1.480, H141 1.090, H142 1.090, H143 1.090
128 C -17.810 0.378 11.461  N126 1.478, H144 1.090, H145 1.090, H146 1.090
129 H -14.934 -3.685 13.959  C121 1.090
130 H -14.934 -4.729 12.568  C121 1.090
131 H -16.208 -4.909 13.665  C121 1.090
132 H -16.525 -4.750 10.824  C122 1.090
133 H -17.473 -3.370 10.472  C122 1.090
134 H -17.931 -4.377 11.808  C122 1.090
135 H -13.732 -1.576 14.854  C124 1.090
136 H -13.907 -1.763 13.152  C124 1.090
137 H -13.874 -0.181 13.847  C124 1.090
138 H -15.526 0.191 15.617  C125 1.090
139 H -16.662 0.746 14.492  C125 1.090
140 H -17.204 -0.634 15.528  C125 1.090
141 H -15.652 -0.746 9.827  C127 1.090
142 H -15.334 0.653 10.801  C127 1.090
143 H -14.656 -0.981 11.176  C127 1.090
144 H -17.957 0.961 12.371  C128 1.090
145 H -18.724 -0.139 11.171  C128 1.090
146 H -17.515 1.106 10.705  C128 1.090
147 O -17.166 -5.593 25.519  P148 1.497
148 P -16.028 -6.373 24.939  O147 1.497, N149 1.780, N152 1.752, N155 1.755
149 N -15.246 -5.711 23.483  P148 1.780, C150 1.445, C151 1.451
150 C -15.404 -4.283 23.321  N149 1.445, H158 1.090, H159 1.090, H160 1.090
151 C -14.250 -6.340 22.636  N149 1.451, H161 1.090, H162 1.090, H163 1.090
152 N -16.455 -7.990 24.417  P148 1.752, C153 1.396, C154 1.442
153 C -16.806 -8.979 25.338  N152 1.396, H164 1.090, H165 1.090, H166 1.090
154 C -16.962 -8.332 23.112  N152 1.442, H167 1.090, H168 1.090, H169 1.090
155 N -14.638 -6.608 25.985  P148 1.755, C156 1.506, C157 1.511
156 C -14.299 -5.775 27.193  N155 1.506, H170 1.090, H171 1.090, H172 1.090
157 C -13.615 -7.701 25.775  N155 1.511, H173 1.090, H174 1.090, H175 1.090
158 H -15.611 -3.940 22.307  C150 1.090
159 H -14.414 -3.835 23.407  C150 1.090
160 H -16.115 -3.864 24.033  C150 1.090
161 H -14.168 -6.037 21.592  C151 1.090
162 H -14.414 -7.405 22.801  C151 1.090
163 H -13.286 -6.062 23.061  C151 1.090
164 H -17.877 -8.899 25.528  C153 1.090
165 H -16.569 -9.952 24.909  C153 1.090
166 H -16.134 -8.893 26.191  C153 1.090
167 H -17.997 -8.003 23.205  C154 1.090
168 H -16.539 -7.756 22.289  C154 1.090
169 H -17.015 -9.407 22.939  C154 1.090
170 H -15.197 -5.229 27.483  C156 1.090
171 H -13.971 -6.410 28.015  C156 1.090
172 H -13.602 -5.012 26.846  C156 1.090
173 H -13.240 -7.832 24.760  C157 1.090
174 H -14.037 -8.679 26.005  C157 1.090
175 H -12.765 -7.568 26.445  C157 1.090
176 O -15.862 -9.325 16.689  P177 1.469
177 P -15.122 -10.007 17.760  O176 1.469, N178 1.759, N181 1.749, N184 1.741
178 N -13.595 -9.317 18.296  P177 1.759, C179 1.457, C180 1.468
179 C -12.514 -9.256 17.321  N178 1.457, H187 1.090, H188 1.090, H189 1.090
180 C -13.557 -8.206 19.256  N178 1.468, H190 1.090, H191 1.090, H192 1.090
181 N -14.633 -11.639 17.369  P177 1.749, C182 1.482, C183 1.435
182 C -14.920 -12.088 15.986  N181 1.482, H193 1.090, H194 1.090, H195 1.090
183 C -14.028 -12.533 18.315  N181 1.435, H196 1.090, H197 1.090, H198 1.090
184 N -16.012 -10.248 19.237  P177 1.741, C185 1.501, C186 1.418
185 C -17.488 -9.980 19.270  N184 1.501, H199 1.090, H200 1.090, H201 1.090
186 C -15.473 -10.715 20.462  N184 1.418, H202 1.090, H203 1.090, H204 1.090
187 H -12.290 -10.274 16.999  C179 1.090
188 H -11.635 -8.899 17.856  C179 1.090
189 H -12.801 -8.616 16.487  C179 1.090
190 H -13.988 -8.422 20.234  C180 1.090
191 H -14.060 -7.293 18.939  C180 1.090
192 H -12.503 -7.949 19.358  C180 1.090
193 H -14.369 -12.978 15.683  C182 1.090
194 H -15.959 -12.395 15.871  C182 1.090
195 H -14.728 -11.291 15.267  C182 1.090
196 H -13.707 -13.464 17.849  C183 1.090
197 H -13.112 -12.126 18.742  C183 1.090
198 H -14.756 -12.890 19.044  C183 1.090
199 H -17.761 -8.965 19.562  C185 1.090
200 H -17.831 -10.219 18.263  C185 1.090
201 H -17.970 -10.664 19.968  C185 1.090
202 H -15.701 -10.016 21.266  C186 1.090
203 H -14.385 -10.747 20.525  C186 1.090
204 H -15.820 -11.708 20.749  C186 1.090
205 O -11.076 6.306 16.239  P206 1.475
206 P -11.428 4.874 16.288  O205 1.475, N207 1.684, N210 1.704, N213 1.806
207 N -10.938 4.056 17.677  P206 1.684, C208 1.448, C209 1.516
208 C -9.730 3.266 17.799  N207 1.448, H216 1.090, H217 1.090, H218 1.090
209 C -11.425 4.652 18.982  N207 1.516, H219 1.090, H220 1.090, H221 1.090
210 N -10.804 3.930 15.014  P206 1.704, C211 1.457, C212 1.455
211 C -11.005 2.488 14.946  N210 1.457, H222 1.090, H223 1.090, H224 1.090
212 C -10.018 4.513 13.937  N210 1.455, H225 1.090, H226 1.090, H227 1.090
213 N -13.225 4.728 16.203  P206 1.806, C214 1.472, C215 1.475
214 C -14.032 5.945 16.385  N213 1.472, H228 1.090, H229 1.090, H230 1.090
215 C -14.029 3.493 16.267  N213 1.475, H231 1.090, H232 1.090, H233 1.090
216 H -9.348 3.475 18.798  C208 1.090
217 H -9.028 3.444 16.985  C208 1.090
218 H -9.998 2.212 17.866  C208 1.090
219 H -10.893 5.558 19.270  C209 1.090
220 H -11.369 3.974 19.834  C209 1.090
221 H -12.456 4.962 18.808  C209 1.090
222 H -11.359 2.121 15.910  C211 1.090
223 H -11.486 2.167 14.023  C211 1.090
224 H -10.013 2.040 14.885  C211 1.090
225 H -9.244 3.842 13.566  C212 1.090
226 H -10.731 4.798 13.164  C212 1.090
227 H -9.545 5.462 14.188  C212 1.090
228 H -13.546 6.790 15.898  C214 1.090
229 H -14.993 5.867 15.876  C214 1.090
230 H -14.238 6.001 17.454  C214 1.090
231 H -13.924 3.112 17.283  C215 1.090
232 H -13.642 2.847 15.479  C215 1.090
233 H -15.039 3.812 16.010  C215 1.090
234 O -8.302 0.756 16.502  P235 1.490
235 P -7.088 0.132 17.098  O234 1.490, N236 1.733, N239 1.734, N242 1.725
236 N -7.443 -0.787 18.525  P235 1.733, C237 1.483, C238 1.505
237 C -7.551 -0.141 19.855  N236 1.483, H245 1.090, H246 1.090, H247 1.090
238 C -8.373 -1.952 18.317  N236 1.505, H248 1.090, H249 1.090, H250 1.090
239 N -5.734 1.120 17.545  P235 1.734, C240 1.469, C241 1.496
240 C -5.907 2.578 17.585  N239 1.469, H251 1.090, H252 1.090, H253 1.090
241 C -4.613 0.496 18.314  N239 1.496, H254 1.090, H255 1.090, H256 1.090
242 N -6.382 -0.960 15.963  P235 1.725, C243 1.439, C244 1.517
243 C -6.408 -0.656 14.557  N242 1.439, H257 1.090, H258 1.090, H259 1.090
244 C -5.375 -2.037 16.317  N242 1.517, H260 1.090, H261 1.090, H262 1.090
245 H -8.477 -0.366 20.384  C237 1.090
246 H -7.578 0.938 19.707  C237 1.090
247 H -6.752 -0.519 20.494  C237 1.090
248 H -8.486 -2.114 17.245  C238 1.090
249 H -9.402 -1.714 18.585  C238 1.090
250 H -7.983 -2.852 18.792  C238 1.090
251 H -6.331 2.855 16.620  C240 1.090
252 H -6.606 2.981 18.318  C240 1.090
253 H -4.960 3.053 17.843  C240 1.090
254 H -3.762 0.373 17.644  C241 1.090
255 H -4.362 1.018 19.237  C241 1.090
256 H -4.923 -0.497 18.640  C241 1.090
257 H -6.564 -1.544 13.944  C243 1.090
258 H -7.231 0.034 14.373  C243 1.090
259 H -5.580 -0.031 14.222  C243 1.090
260 H -4.473 -1.504 16.619  C244 1.090
261 H -5.083 -2.653 15.466  C244 1.090
262 H -5.790 -2.651 17.116  C244 1.090
263 O -13.328 -1.399 20.904  P264 1.514
264 P -13.436 -1.504 19.397  O263 1.514, N265 1.730, N268 1.750, N271 1.731
265 N -12.118 -0.778 18.542  P264 1.730, C266 1.465, C267 1.396
266 C -11.294 0.140 19.331  N265 1.465, H274 1.090, H275 1.090, H276 1.090
267 C -12.031 -0.568 17.164  N265 1.396, H277 1.090, H278 1.090, H279 1.090
268 N -14.858 -0.868 18.598  P264 1.750, C269 1.446, C270 1.478
269 C -15.185 0.540 18.614  N268 1.446, H280 1.090, H281 1.090, H282 1.090
270 C -16.073 -1.693 18.761  N268 1.478, H283 1.090, H284 1.090, H285 1.090
271 N -13.314 -3.142 18.853  P264 1.731, C272 1.524, C273 1.512
272 C -13.405 -3.498 17.374  N271 1.524, H286 1.090, H287 1.090, H288 1.090
273 C -12.533 -4.192 19.611  N271 1.512, H289 1.090, H290 1.090, H291 1.090
274 H -11.725 1.141 19.306  C266 1.090
275 H -10.259 0.165 18.988  C266 1.090
276 H -11.104 -0.198 20.350  C266 1.090
277 H -11.027 -0.491 16.748  C267 1.090
278 H -12.619 0.326 16.954  C267 1.090
279 H -12.569 -1.256 16.513  C267 1.090
280 H -14.294 0.958 18.146  C269 1.090
281 H -16.042 0.772 17.982  C269 1.090
282 H -15.407 1.019 19.568  C269 1.090
283 H -15.935 -2.684 18.328  C270 1.090
284 H -16.335 -1.645 19.818  C270 1.090
285 H -16.960 -1.233 18.325  C270 1.090
286 H -14.012 -2.746 16.869  C272 1.090
287 H -12.422 -3.580 16.910  C272 1.090
288 H -13.914 -4.461 17.358  C272 1.090
289 H -12.335 -3.818 20.616  C273 1.090
290 H -11.520 -4.093 19.222  C273 1.090
291 H -12.977 -5.168 19.417  C273 1.090
292 O -14.628 2.796 25.410  P293 1.508
293 P -15.123 2.259 24.091  O292 1.508, N294 1.723, N297 1.735, N300 1.741
294 N -16.298 3.107 23.159  P293 1.723, C295 1.465, C296 1.502
295 C -15.889 4.390 22.580  N294 1.465, H303 1.090, H304 1.090, H305 1.090
296 C -17.732 3.029 23.598  N294 1.502, H306 1.090, H307 1.090, H308 1.090
297 N -15.694 0.623 24.178  P293 1.735, C298 1.460, C299 1.406
298 C -15.649 -0.150 25.417  N297 1.460, H309 1.090, H310 1.090, H311 1.090
299 C -15.991 -0.045 22.977  N297 1.406, H312 1.090, H313 1.090, H314 1.090
300 N -13.810 2.147 22.953  P293 1.741, C301 1.492, C302 1.440
301 C -12.399 2.286 23.421  N300 1.492, H315 1.090, H316 1.090, H317 1.090
302 C -13.887 2.088 21.517  N300 1.440, H318 1.090, H319 1.090, H320 1.090
303 H -14.904 4.587 23.004  C295 1.090
304 H -16.615 5.141 22.891  C295 1.090
305 H -15.972 4.358 21.494  C295 1.090
306 H -18.076 1.996 23.644  C296 1.090
307 H -18.326 3.470 22.797  C296 1.090
308 H -17.961 3.593 24.502  C296 1.090
309 H -15.947 0.456 26.272  C298 1.090
310 H -16.246 -1.053 25.289  C298 1.090
311 H -14.609 -0.438 25.573  C298 1.090
312 H -16.370 0.592 22.178  C299 1.090
313 H -15.091 -0.539 22.609  C299 1.090
314 H -16.689 -0.852 23.198  C299 1.090
315 H -11.742 1.771 22.721  C301 1.090
316 H -12.101 3.314 23.628  C301 1.090
317 H -12.137 1.725 24.318  C301 1.090
318 H -13.717 1.119 21.047  C302 1.090
319 H -13.155 2.822 21.180  C302 1.090
320 H -14.850 2.415 21.126  C302 1.090
321 O -19.075 -2.857 19.392  P322 1.465
322 P -18.968 -4.252 18.958  O321 1.465, N323 1.757, N326 1.701, N329 1.772
323 N -18.339 -4.515 17.339  P322 1.757, C324 1.491, C325 1.445
324 C -17.959 -5.882 16.883  N323 1.491, H332 1.090, H333 1.090, H334 1.090
325 C -18.785 -3.628 16.289  N323 1.445, H335 1.090, H336 1.090, H337 1.090
326 N -20.397 -5.174 18.908  P322 1.701, C327 1.428, C328 1.474
327 C -20.430 -6.582 19.145  N326 1.428, H338 1.090, H339 1.090, H340 1.090
328 C -21.644 -4.497 18.510  N326 1.474, H341 1.090, H342 1.090, H343 1.090
329 N -17.790 -5.172 19.910  P322 1.772, C330 1.494, C331 1.548
330 C -16.310 -5.135 19.708  N329 1.494, H344 1.090, H345 1.090, H346 1.090
331 C -18.176 -5.295 21.404  N329 1.548, H347 1.090, H348 1.090, H349 1.090
332 H -17.439 -6.514 17.603  C324 1.090
333 H -17.335 -5.778 15.994  C324 1.090
334 H -18.875 -6.315 16.481  C324 1.090
335 H -17.994 -3.524 15.547  C325 1.090
336 H -18.836 -2.621 16.704  C325 1.090
337 H -19.691 -3.954 15.778  C325 1.090
338 H -19.726 -7.003 19.864  C327 1.090
339 H -21.415 -6.947 19.433  C327 1.090
340 H -20.312 -7.075 18.180  C327 1.090
341 H -21.875 -3.751 19.271  C328 1.090
342 H -21.476 -3.922 17.599  C328 1.090
343 H -22.527 -5.135 18.494  C328 1.090
344 H -16.111 -5.419 18.675  C330 1.090
345 H -15.939 -4.144 19.968  C330 1.090
346 H -15.822 -5.968 20.214  C330 1.090
347 H -19.208 -5.630 21.499  C331 1.090
348 H -18.039 -4.373 21.969  C331 1.090
349 H -17.749 -6.188 21.862  C331 1.090

Properties
- molar mass (g/mol) = 2289.40
- energy above the lowest of the compared OMol25 structures with the same formula, charge and spin (eV) = 0.0000
- E_HOMO (eV) = -7.292
- frontier orbital gap (eV) = 7.2